This record from OMol25 describes C25H29N3O4 in the gas phase. The level of theory is ωB97M-V/def2-TZVPD.

The geometry in XYZ format:
```
61
Properties=species:S:1:pos:R:3:forces:R:3:nbo_charge:R:1
O 2.04193 -0.20082 2.45426 -0.054 0.314 0.289 -0.642
O 0.60036 2.67324 -2.26514 -0.138 -0.031 -0.336 -0.611
O -5.07128 0.56245 0.09790 0.069 -0.064 -0.209 -0.500
O 4.32537 -2.11657 -1.00153 0.162 -0.079 -0.185 -0.581
N 3.50116 -1.03230 0.84782 0.001 0.136 0.286 -0.478
N 0.23591 2.19692 -0.06330 0.080 -0.019 0.434 -0.610
N 1.38614 -1.67532 0.81960 -0.159 -0.120 -0.151 -0.429
C -0.22840 -1.71566 -1.46211 0.016 -0.004 0.002 -0.047
C -3.17160 1.19451 -1.09873 -0.217 -0.016 0.363 -0.231
C -5.78349 0.33771 1.29662 -0.182 -0.174 0.308 -0.062
C 0.98271 2.63147 -1.11691 0.486 0.291 0.270 0.688
C -1.67652 1.49956 1.19119 0.190 0.097 -0.228 -0.245
C -2.20473 -1.97034 -0.11976 0.076 -0.050 -0.048 -0.213
C 5.31590 0.60623 0.34668 -0.141 0.115 0.136 -0.407
C 3.17236 1.69976 -0.45734 0.148 0.305 0.182 -0.398
C -2.99456 1.08976 1.28886 -0.373 -0.087 -0.001 -0.261
C -1.85960 1.59891 -1.19647 0.034 0.024 -0.104 -0.218
C 3.42095 -1.81782 -0.26435 -0.372 -0.186 0.034 0.704
C -2.39570 -1.89804 -2.50121 0.007 -0.036 -0.084 -0.209
C -3.76173 0.93779 0.14000 0.227 0.194 -0.141 0.280
C 2.25633 -0.89565 1.48903 0.110 -0.193 -0.004 0.808
C 2.39969 2.99901 -0.70059 -0.039 -0.245 -0.180 -0.480
C -1.09609 1.76516 -0.04339 -0.339 -0.131 0.071 0.117
C -5.52573 -1.04178 1.89758 0.057 0.353 -0.246 -0.636
C 4.53488 1.91249 0.19464 -0.061 -0.300 -0.147 -0.393
C 1.95370 -2.21469 -0.38597 0.023 -0.050 -0.489 -0.128
C 4.70292 -0.38697 1.33771 0.360 0.079 -0.073 -0.224
C 1.26378 -1.56832 -1.59334 0.165 -0.089 0.111 -0.413
C -1.02522 -1.75816 -2.59961 -0.042 0.000 0.029 -0.189
C -2.98861 -2.01335 -1.25502 -0.014 -0.084 0.055 -0.206
C -0.02850 -1.75478 1.06633 -0.172 0.010 0.365 -0.250
C -0.82810 -1.80677 -0.20967 0.007 -0.023 -0.060 0.038
H 1.84235 -3.30451 -0.43003 0.123 0.085 -0.002 0.224
H 2.38375 3.60227 0.20932 0.013 0.037 0.038 0.207
H 6.32035 0.83916 0.70475 0.047 -0.065 -0.026 0.214
H -2.65662 -2.06290 0.85661 -0.099 0.004 0.133 0.208
H 1.51572 -0.50367 -1.62917 0.113 -0.006 0.005 0.225
H -1.09348 1.62072 2.09448 0.065 0.019 0.098 0.212
H -0.31776 -0.87988 1.65847 0.022 -0.120 -0.044 0.243
H 2.86251 3.57657 -1.50037 -0.096 0.031 0.031 0.232
H 0.67331 2.22310 0.84866 0.034 0.022 -0.199 0.402
H -4.05777 -2.12966 -1.16998 -0.132 0.013 0.022 0.218
H 1.62040 -2.02676 -2.51599 0.005 0.025 -0.004 0.234
H -1.42256 1.80133 -2.15909 0.019 0.000 -0.044 0.258
H 5.41331 0.11599 -0.62307 0.111 0.007 -0.001 0.225
H -0.55761 -1.67829 -3.56978 0.059 0.002 -0.128 0.213
H 2.56690 1.07114 0.19341 0.004 0.019 -0.110 0.199
H 5.43794 -1.16754 1.55774 -0.088 0.071 0.051 0.214
H -6.17137 -1.19057 2.75893 -0.053 -0.048 0.111 0.217
H -0.24676 -2.65043 1.66652 -0.032 0.154 -0.034 0.204
H 5.12238 2.60104 -0.41654 0.013 0.084 0.027 0.206
H -3.77364 1.07270 -1.98450 -0.070 -0.026 -0.128 0.226
H 3.30528 1.18066 -1.40977 -0.063 -0.085 -0.019 0.209
H -5.56925 1.12668 2.02814 -0.039 -0.018 -0.102 0.171
H -3.00028 -1.92505 -3.39478 -0.066 -0.005 -0.096 0.215
H -3.40392 0.90462 2.26948 -0.075 -0.042 0.074 0.210
H -6.83527 0.41717 1.00558 0.140 0.052 0.103 0.193
H -4.49065 -1.14438 2.21266 0.085 -0.051 0.069 0.205
H -5.73962 -1.81078 1.15967 -0.037 -0.099 -0.048 0.213
H 4.41881 0.11361 2.26724 0.068 -0.102 -0.059 0.234
H 4.39932 2.37003 1.17763 0.012 0.103 0.034 0.196
```
Positions in Å, forces in eV/Å.

Results
HOMO-LUMO gap: 8.52 eV
total charge: 0
SMILES string: CCOc1ccc(NC(=O)CCCCCN2C(=O)[C@@H]3Cc4ccccc4CN3C2=O)cc1
LUMO energy: 0.68 eV
molecular weight: 435.52 g mol⁻¹